Entry from OMol25: a single C4H6N2 molecule in a non-equilibrium geometry (wB97M-V/def2-TZVPD).

SMILES: N1[C@H]2[C@@H]1[C@H]1N[C@@H]21
E_HOMO in eV: -9.48
Spin multiplicity: 1

Last column: Mulliken charge in e.
CARTESIAN COORDINATES (ANGSTROEM)
C1 -1.13 0.18 -0.22  -0.31
H1 0.70 -0.91 1.49  0.21
H2 0.06 -0.45 -2.13  0.42
N1 -0.91 -1.24 -0.34  -0.54
C2 1.08 0.35 -0.19  -0.27
H3 -2.09 0.60 -0.52  0.38
C3 0.09 0.91 0.71  -0.21
H4 -0.53 -1.70 0.49  0.21
H5 1.98 0.78 -0.60  0.42
N2 1.05 0.01 1.23  -0.55
C4 -0.02 -0.34 -1.05  -0.15
H6 -0.28 1.82 1.12  0.39

Entry from OMol25: a single C4H6N2 molecule in a non-equilibrium geometry (wB97M-V/def2-TZVPD).

SMILES: Nc1cc[nH]c1
E_HOMO in eV: -7.77
Spin multiplicity: 1

Last column: Mulliken charge in e.
CARTESIAN COORDINATES (ANGSTROEM)
H1 0.37 -1.70 1.25  0.37
H2 -1.82 -0.50 1.77  0.27
N1 1.82 -0.27 -0.88  -0.55
C1 -0.36 0.93 -0.69  -0.51
H3 2.20 0.58 -1.29  0.25
H4 2.51 -0.70 -0.28  0.24
C2 -1.39 0.96 0.11  -0.58
C3 0.01 -0.82 0.73  -0.71
N2 -1.26 -0.31 0.94  -0.11
H5 -2.45 0.25 0.10  0.27
H6 -0.22 1.64 -1.48  0.36
C4 0.58 -0.07 -0.28  0.70

Entry from OMol25: a single C4H6N2 molecule (wB97M-V/def2-TZVPD).

E_HOMO in eV: -8.05
Spin multiplicity: 1

Last column: Mulliken charge in e.
CARTESIAN COORDINATES (ANGSTROEM)
H1 2.43 0.67 -0.68  0.24
H2 -0.31 -1.87 2.50  0.23
H3 -0.83 0.91 -1.41  0.28
H4 -2.57 -0.81 -0.66  0.36
C1 -0.41 -2.11 1.44  -0.21
C2 -1.60 -0.73 -0.19  -0.59
H5 1.22 1.84 -1.26  0.29
N1 0.53 0.29 0.05  -0.33
N2 -1.24 -1.55 0.74  -0.04
H6 1.82 1.88 0.43  0.23
C3 -0.58 0.25 -0.57  0.24
C4 1.53 1.22 -0.40  -0.70

Entry from OMol25: a single C4H6N2 molecule in a non-equilibrium geometry (wB97M-V/def2-TZVPD).

SMILES: C[C@@]1(C#N)CN1
E_HOMO in eV: -9.67
Spin multiplicity: 1

Last column: Mulliken charge in e.
CARTESIAN COORDINATES (ANGSTROEM)
H1 -1.09 1.74 0.64  0.30
H2 1.62 1.01 -0.03  0.26
C1 1.07 0.40 -0.73  -0.21
C2 -1.00 -1.18 -0.55  -0.02
H3 1.06 -1.56 -1.05  0.30
H4 1.17 0.68 -1.77  0.27
N1 1.19 -0.94 -0.24  -0.63
H5 0.02 1.03 1.80  0.38
H6 -1.60 0.33 1.56  0.34
C3 -0.17 -0.09 -0.10  0.85
N2 -1.55 -2.20 -0.57  -0.45
C4 -0.73 0.78 1.05  -1.38

Entry from OMol25: a single C4H6N2 molecule in a non-equilibrium geometry (wB97M-V/def2-TZVPD).

SMILES: Cc1cn[nH]c1
E_HOMO in eV: -8.39
Spin multiplicity: 1

Last column: Mulliken charge in e.
CARTESIAN COORDINATES (ANGSTROEM)
H1 0.40 -0.49 -2.34  0.27
H2 0.36 1.22 -1.76  0.32
H3 -0.28 -2.03 -0.48  0.45
H4 -0.84 0.68 2.45  0.22
N1 -0.38 0.24 1.66  0.23
C1 0.13 0.20 -1.54  -1.15
N2 -0.91 -0.91 1.19  -0.72
C2 0.65 0.71 0.94  -0.51
C3 -0.13 -1.18 0.17  -0.40
C4 0.79 -0.16 -0.16  0.52
H5 1.21 1.56 1.33  0.42
H6 -0.99 0.14 -1.47  0.34

Entry from OMol25: a single C4H6N2 molecule in a non-equilibrium geometry (wB97M-V/def2-TZVPD).

SMILES: Nc1ccc[nH]1
E_HOMO in eV: -8.12
Spin multiplicity: 1

Last column: Mulliken charge in e.
CARTESIAN COORDINATES (ANGSTROEM)
C1 0.94 -1.31 -0.04  -0.59
N1 0.38 0.60 -0.87  0.00
C2 1.19 -0.48 -1.08  -0.38
H1 1.02 -2.40 0.03  0.29
H2 1.89 -0.53 -1.89  0.39
N2 -1.30 1.42 0.54  -0.57
C3 -0.11 -0.82 0.76  -0.29
H3 -1.16 1.87 1.46  0.26
C4 -0.41 0.40 0.23  0.01
H4 -2.28 1.11 0.65  0.27
H5 0.35 1.43 -1.44  0.21
H6 -0.53 -1.26 1.65  0.40

Entry from OMol25: a single C4H6N2 molecule in a non-equilibrium geometry (wB97M-V/def2-TZVPD).

SMILES: Cc1cnc[nH]1
E_HOMO in eV: -8.52
Spin multiplicity: 1

Last column: Mulliken charge in e.
CARTESIAN COORDINATES (ANGSTROEM)
H1 0.59 -2.01 -0.96  0.28
C1 -1.01 1.41 0.92  -0.22
N1 -1.87 0.88 0.11  -0.57
H2 1.09 1.10 1.21  0.25
H3 1.97 -0.96 -1.29  0.27
H4 -1.09 2.37 1.40  0.35
C2 0.16 -0.09 -0.21  0.46
H5 -1.65 -0.83 -1.20  0.37
H6 1.63 -1.42 0.33  0.29
N2 0.20 0.77 0.88  -0.14
C3 1.14 -1.14 -0.60  -1.06
C4 -1.17 -0.09 -0.58  -0.27

Entry from OMol25: a single C4H6N2 molecule in a non-equilibrium geometry (wB97M-V/def2-TZVPD).

SMILES: C=CC1(C)N=N1
E_HOMO in eV: -9.64
Spin multiplicity: 1

Last column: Mulliken charge in e.
CARTESIAN COORDINATES (ANGSTROEM)
H1 2.78 1.23 -0.21  0.29
H2 -0.80 -1.86 1.01  0.26
C1 1.06 0.27 -0.49  -0.29
H3 1.39 -0.19 -1.44  0.29
C2 1.82 1.09 0.25  -0.58
N1 -1.53 1.10 -0.53  -0.37
H4 -0.87 -1.92 -0.78  0.24
C3 -1.17 -1.30 0.14  -1.12
C4 -0.66 0.06 -0.02  0.96
H5 -2.25 -1.39 0.21  0.38
H6 1.40 1.59 1.24  0.23
N2 -1.17 1.31 0.61  -0.29